[1]
Molecular formula: C32H28Br2F6N9O8PS2V
Method: DFT, the ωB97M-V functional and the def2-TZVPD basis

Last column: Mulliken charge in e.
Positions of all 89 atoms, in Å:
1 V 0.22736 0.28948 -0.51501  0.309
2 N -0.77288 2.45108 -0.26296  -0.362
3 N -1.38038 3.02024 -1.39201  -0.421
4 C -1.21461 2.40925 -2.58325  0.089
5 N -1.59018 3.02314 -3.68203  -0.251
6 N -0.73850 1.16932 -2.45803  0.909
7 N -0.55736 0.34208 -3.54083  0.495
8 O -0.89848 0.64289 -4.67654  -0.784
9 O -0.02047 -0.73360 -3.23755  -0.536
10 H -1.44535 2.45127 0.47690  0.018
11 H 0.04326 3.00024 -0.01084  0.453
12 H -1.49695 4.01290 -1.38413  0.331
13 H -1.88541 3.98687 -3.67653  0.224
14 H -1.49510 2.53645 -4.55128  0.207
15 F 3.20510 4.23434 -4.87474  -0.193
16 C 2.11530 4.25718 -4.14073  0.633
17 F 1.46080 5.39172 -4.29198  -0.205
18 F 1.31583 3.22684 -4.48973  -0.156
19 S 2.52335 4.09843 -2.34998  0.915
20 O 1.24284 3.94876 -1.69382  -0.692
21 O 3.37583 5.17053 -1.97605  -0.559
22 N 3.32589 2.70885 -2.39656  -0.743
23 S 3.12003 1.36983 -1.72934  1.710
24 O 1.66700 1.09185 -1.22872  -0.817
25 O 4.06119 0.99261 -0.73161  -0.672
26 C 3.33926 0.22871 -3.17961  0.575
27 F 2.61330 0.68373 -4.18739  -0.185
28 F 2.94866 -0.98799 -2.86402  -0.123
29 F 4.61467 0.23925 -3.46555  -0.191
30 N 1.51352 0.00245 2.74366  0.572
31 P 0.05134 -0.32898 1.97116  1.209
32 C -1.21903 0.26490 3.14058  1.077
33 C -1.40172 -0.48633 4.31266  -0.903
34 C -2.29111 -0.05450 5.28546  -0.836
35 C -3.00471 1.12629 5.10568  -0.656
36 C -2.81402 1.88362 3.96140  -1.028
37 C -1.92183 1.45760 2.98894  -0.307
38 C -0.11911 -2.12821 2.11510  0.279
39 C -1.37536 -2.68252 1.84980  -0.317
40 C -1.56520 -4.05276 1.91200  -0.770
41 C -0.50241 -4.88473 2.24659  -0.743
42 C 0.74402 -4.33892 2.53166  -0.725
43 C 0.93711 -2.96122 2.46853  -0.829
44 C 2.20644 1.18868 2.43473  0.116
45 C 3.30776 1.59355 3.18287  -1.210
46 C 3.97597 2.73287 2.78975  -0.607
47 C 3.53337 3.43799 1.67350  -1.251
48 C 2.42610 2.96927 1.01725  -0.080
49 N 1.75224 1.85770 1.38146  0.547
50 H 1.66848 -0.37226 3.66457  0.465
51 H -0.86497 -1.41480 4.46867  0.445
52 H -2.43150 -0.64673 6.18322  0.455
53 H -3.70340 1.45918 5.86579  0.428
54 H -3.36424 2.80889 3.82204  0.454
55 H -1.78803 2.06075 2.10986  0.484
56 H -2.22098 -2.04284 1.62836  0.452
57 H -2.54584 -4.47361 1.71081  0.536
58 H -0.65151 -5.95758 2.30998  0.446
59 H 1.57328 -4.98575 2.80517  0.502
60 H 1.91297 -2.54852 2.70060  0.333
61 H 3.62101 1.02360 4.05294  0.518
62 H 4.83792 3.07599 3.34823  0.471
63 H 4.03611 4.33364 1.32932  0.550
64 H 2.04409 3.50375 0.15301  0.425
65 Br 3.65705 -5.37520 -0.94095  -0.026
66 C 2.66062 -3.82087 -0.74821  -0.475
67 C 1.35449 -3.76918 -1.21872  -0.807
68 C 0.65394 -2.60053 -1.09341  -0.444
69 N 1.18644 -1.49985 -0.51058  3.396
70 C 2.44578 -1.58255 -0.01328  -0.762
71 C 3.20968 -2.71329 -0.12507  -1.130
72 H 0.89511 -4.63019 -1.68907  0.560
73 H -0.35457 -2.52197 -1.46079  -0.230
74 H 2.85073 -0.71004 0.47097  0.161
75 H 4.21945 -2.72562 0.26704  0.625
76 Br -7.32969 -2.72077 -0.49458  -0.126
77 C -5.59614 -2.41032 -1.13352  -0.407
78 C -5.15016 -3.07291 -2.27067  -0.302
79 C -3.86052 -2.85452 -2.73597  -1.516
80 C -3.02452 -1.97259 -2.07675  0.021
81 C -3.49969 -1.29572 -0.96167  1.241
82 C -4.78591 -1.50972 -0.47682  -0.643
83 C -2.69828 -0.26897 -0.31266  -0.449
84 O -3.11203 0.64767 0.30867  -0.489
85 O -1.28783 -0.39360 -0.47585  1.326
86 H -5.81523 -3.74878 -2.79553  0.462
87 H -3.51470 -3.36937 -3.62445  0.480
88 H -2.02775 -1.78367 -2.45659  0.424
89 H -5.13699 -0.97420 0.39703  0.633

Values from the calculation:
Molecular weight (g mol⁻¹): 1086.479
ΔE to the lowest compared entry with this formula, charge and spin (eV): 0.606
E_LUMO (spin up / spin down) (eV): -7.50 / -6.90
Multiplicity: 2
HOMO level (spin up / spin down) (eV): -13.76 / -13.76
Net charge: +2
Expectation value of S²: 0.765

---

[2]
Molecular formula: C2H2F2NaOTl
Method: DFT, the ωB97M-V functional and the def2-TZVPD basis

Last column: Mulliken charge in e.
Positions of all 9 atoms, in Å:
1 F -1.12920 3.44147 -1.08659  -0.561
2 O 0.19273 0.41130 -0.04064  -0.610
3 Na 2.15577 1.73603 -0.22418  0.979
4 Tl -1.83394 1.70836 -0.75850  0.611
5 C 0.51834 -0.89593 -0.10142  0.731
6 C -0.32097 -1.30221 0.94428  -0.578
7 H -0.79268 -2.28477 0.93070  0.350
8 F 0.56052 -1.42063 -1.31439  -0.175
9 H 0.64944 -1.39362 1.65073  0.251

Values from the calculation:
Molecular weight (g mol⁻¹): 307.406
E_LUMO (spin up / spin down) (eV): -5.64 / -6.14
Multiplicity: 2
HOMO level (spin up / spin down) (eV): -12.50 / -12.48
Net charge: +1
Expectation value of S²: 0.771

---

[3]
Molecular formula: CHN5O
Method: DFT, the ωB97M-V functional and the def2-TZVPD basis

Last column: Mulliken charge in e.
Positions of all 8 atoms, in Å:
1 C -0.41587 0.06424 0.01373  -0.146
2 N -1.23320 1.12166 0.07426  -0.389
3 N -1.10867 -1.07686 -0.05325  -0.388
4 N -2.46223 0.60141 0.04274  -0.418
5 N -2.38820 -0.69931 -0.03216  -0.410
6 N 2.86373 0.05887 -0.20695  -0.425
7 O 4.08853 -0.18971 0.15058  -0.596
8 H 0.65591 0.11969 0.01105  0.772

Values from the calculation:
Molecular weight (g mol⁻¹): 99.053
ΔE to the lowest compared entry with this formula, charge and spin (eV): 0.000
E_LUMO (spin up / spin down) (eV): 7.81 / 7.84
Multiplicity: 3
HOMO level (spin up / spin down) (eV): 1.76 / -1.52
Net charge: -2
Expectation value of S²: 2.011

---

[4]
Molecular formula: C2H2ClFN2S
Method: DFT, the ωB97M-V functional and the def2-TZVPD basis

Last column: Mulliken charge in e.
Positions of all 9 atoms, in Å:
1 F 1.98518 -0.56745 0.93486  -0.234
2 C 1.11699 0.32373 0.37549  0.106
3 C -0.30416 0.05312 0.89891  -0.221
4 N -1.23419 -0.35765 0.14559  -0.333
5 N -0.92834 -0.61780 -1.13179  0.087
6 Cl -2.16821 -0.20730 -2.26753  -0.035
7 S 0.74994 -0.03794 -1.46616  -0.041
8 H 1.34428 1.29897 0.49386  0.335
9 H -0.56150 0.11231 2.01677  0.337

Values from the calculation:
Molecular weight (g mol⁻¹): 140.570
ΔE to the lowest compared entry with this formula, charge and spin (eV): 0.000
E_LUMO (eV): -0.26
Multiplicity: 1
HOMO level (eV): -9.08

---

[5]
Molecular formula: C14H21N9PPd
Method: DFT, the ωB97M-V functional and the def2-TZVPD basis

Last column: Mulliken charge in e.
Positions of all 46 atoms, in Å:
1 Pd -0.35423 0.14299 1.11251  -0.260
2 N 2.99014 -0.03463 2.53061  -0.116
3 C 2.92176 0.24327 1.17528  0.282
4 N 3.98164 0.38500 0.39429  -0.552
5 N 3.46200 0.63274 -0.82565  -0.673
6 N 2.16849 0.63378 -0.77390  -0.376
7 N 1.78853 0.38000 0.50596  0.449
8 C 1.93965 0.16337 3.42148  0.197
9 N 2.12071 0.20729 4.72706  -0.533
10 N 0.88522 0.44508 5.22478  -0.592
11 N 0.02491 0.53916 4.26890  -0.486
12 N 0.67073 0.35956 3.07993  0.504
13 H 3.90705 -0.01075 2.94100  0.282
14 C 0.41078 3.16895 0.22757  -1.475
15 P -0.68663 1.86853 -0.44081  1.734
16 C -0.48536 2.12658 -2.22352  -1.618
17 C -2.31606 2.63618 -0.06140  0.530
18 C -2.73195 2.64835 1.27235  -0.586
19 C -3.94219 3.21863 1.63054  -0.770
20 C -4.76670 3.77950 0.66003  -0.392
21 C -4.36878 3.76838 -0.66685  -0.618
22 C -3.14649 3.20441 -1.02413  -0.340
23 H 0.36851 3.14210 1.31469  0.355
24 H 0.09936 4.14793 -0.14097  0.489
25 H 1.43309 2.95656 -0.08641  0.433
26 H -0.58173 3.18733 -2.45113  0.421
27 H -1.20914 1.54217 -2.79297  0.390
28 H 0.51656 1.77297 -2.47084  0.384
29 H -2.10557 2.19014 2.02670  0.417
30 H -4.24773 3.21506 2.66984  0.397
31 H -5.71848 4.21883 0.93443  0.362
32 H -5.00421 4.20320 -1.42874  0.366
33 H -2.85215 3.20366 -2.06650  0.302
34 C -0.55553 -2.51873 0.33842  -1.058
35 C -1.94118 -2.15300 0.90193  0.611
36 C -3.03330 -3.02749 0.28974  -1.608
37 C -2.20192 -0.66765 0.66317  -1.104
38 H -0.22076 -3.50636 0.65792  0.389
39 H 0.15670 -1.76461 0.69451  0.331
40 H -0.55781 -2.47558 -0.75320  0.302
41 H -1.93154 -2.32665 1.98065  0.261
42 H -3.08807 -2.86201 -0.79144  0.350
43 H -4.01116 -2.78875 0.71597  0.374
44 H -2.83446 -4.08944 0.46404  0.412
45 H -2.99604 -0.26871 1.29265  0.397
46 H -2.42867 -0.47761 -0.38646  0.434

Values from the calculation:
Molecular weight (g mol⁻¹): 452.779
ΔE to the lowest compared entry with this formula, charge and spin (eV): 0.759
E_LUMO (eV): 2.49
Multiplicity: 1
HOMO level (eV): -4.75
Net charge: -1

---

[6]
Molecular formula: C18H54N14O10
Method: DFT, the ωB97M-V functional and the def2-TZVPD basis

Last column: Mulliken charge in e.
Positions of all 96 atoms, in Å:
1 C 2.49290 0.53101 -2.02793  -0.398
2 O 3.68725 1.18311 -1.53236  -0.451
3 C 4.24853 0.62586 -0.38685  -0.073
4 C 5.38184 1.51679 0.16310  -0.854
5 N 4.98751 2.94775 0.24231  -0.443
6 C 4.15358 3.23082 1.42580  0.081
7 C 3.63326 4.68843 1.41991  -0.951
8 O 2.43324 4.96595 0.75219  -0.387
9 C 2.65434 4.99258 -0.68148  -0.756
10 H 1.74074 0.37265 -1.25509  -0.156
11 H 2.77574 -0.46435 -2.37052  0.401
12 H 1.99253 1.08850 -2.81973  0.346
13 H 4.56199 -0.41642 -0.44594  0.456
14 H 3.50768 0.57746 0.41121  -0.032
15 H 6.20722 1.47099 -0.54735  0.359
16 H 5.62980 1.17301 1.16731  0.396
17 H 4.34310 2.85200 -0.52948  0.266
18 H 4.63396 2.97878 2.37122  0.418
19 H 3.28629 2.57179 1.46582  -0.061
20 H 4.42287 5.38788 1.14537  0.425
21 H 3.45764 4.89397 2.47585  0.417
22 H 2.73826 4.03351 -1.19260  0.127
23 H 3.54593 5.55982 -0.94870  0.391
24 H 1.89317 5.63451 -1.12495  0.274
25 C -4.94004 1.99486 4.05545  -0.634
26 O -5.03239 0.69929 3.51746  -0.404
27 C -3.83349 0.31435 2.80158  -0.879
28 C -3.56338 0.85081 1.39637  0.378
29 N -4.67707 0.49054 0.49429  -0.224
30 C -4.53737 1.10624 -0.81193  -1.136
31 C -3.74652 0.31596 -1.88152  -0.635
32 O -2.38790 0.09331 -1.47113  0.559
33 C -1.45752 1.19547 -1.63021  -0.678
34 H -4.66186 2.75301 3.32337  0.253
35 H -4.28117 2.08234 4.91935  0.287
36 H -5.94194 2.22354 4.41878  0.283
37 H -4.04432 -0.73617 2.60144  0.302
38 H -2.94612 0.38956 3.43008  0.430
39 H -2.65173 0.37042 1.04109  -0.586
40 H -3.41017 1.92971 1.42120  0.680
41 H -5.55010 0.79419 0.90137  0.334
42 H -4.20327 2.13642 -0.68867  0.275
43 H -5.55085 1.04740 -1.20879  0.570
44 H -3.81611 0.86827 -2.81864  0.511
45 H -4.23828 -0.64229 -2.04899  0.215
46 H -0.41267 0.94193 -1.45104  -0.244
47 H -1.62494 2.11514 -1.06962  0.329
48 H -1.53798 1.41014 -2.69583  0.516
49 N 0.41993 2.94821 1.27971  -0.122
50 C -0.52582 3.56313 1.99065  0.532
51 N -0.24005 4.84598 2.14397  -0.363
52 O -1.48101 3.00418 2.47975  -0.700
53 H 1.32994 3.33656 1.07681  0.317
54 H 0.32751 1.94753 1.38074  0.329
55 H 0.64267 5.03826 1.69238  0.303
56 H -0.83337 5.41000 2.73554  0.231
57 N -0.63014 -1.30998 0.22433  0.180
58 C 0.47818 -0.86677 0.81919  0.182
59 N 1.35727 -1.83355 0.83455  0.119
60 O 0.58880 0.25840 1.30011  -0.968
61 H -0.64050 -2.24930 -0.14669  0.827
62 H -1.33086 -0.63468 -0.04598  -0.653
63 H 2.22577 -1.68814 1.32919  0.074
64 H 1.17100 -2.73306 0.41469  0.082
65 N -1.14599 -5.70066 -1.22938  -0.324
66 C -0.17619 -4.98089 -0.76607  0.488
67 N 0.99925 -5.62213 -0.65561  -0.427
68 O -0.25300 -3.81984 -0.47504  -0.685
69 H -0.95172 -6.67763 -1.39641  0.179
70 H -2.07930 -5.32130 -1.15781  0.202
71 H 0.98583 -6.59460 -0.92806  0.146
72 H 1.63462 -5.20767 0.01119  0.316
73 N -0.87705 -1.44892 -3.43200  -0.196
74 C -0.42098 -0.81960 -4.50647  0.602
75 N 0.37804 -1.51435 -5.20810  -0.426
76 O -0.81274 0.26034 -4.90469  -0.692
77 H -0.77523 -2.44332 -3.28743  0.127
78 H -1.51144 -0.90364 -2.86602  0.015
79 H 0.60171 -1.16253 -6.12804  0.260
80 H 1.07005 -2.13418 -4.81181  0.201
81 N 5.32785 -4.03292 0.98739  -0.428
82 C 4.08531 -4.00595 1.33403  0.694
83 N 4.04604 -3.32400 2.45429  -0.395
84 O 3.13208 -4.41077 0.67465  -0.716
85 H 5.61809 -4.39100 0.08871  0.231
86 H 6.03589 -3.55496 1.52621  0.127
87 H 3.21346 -3.30149 3.02560  0.242
88 H 4.90905 -2.95247 2.82481  0.131
89 N -5.51552 -2.82847 -0.74900  -0.389
90 C -4.28124 -3.26843 -0.68218  0.578
91 N -3.48103 -2.39555 -0.10126  -0.017
92 O -3.82683 -4.22133 -1.32562  -0.796
93 H -6.11040 -3.26692 -1.43746  0.231
94 H -5.71930 -1.96617 -0.26421  0.203
95 H -2.49867 -2.61857 -0.17433  -0.160
96 H -3.82221 -1.54757 0.32843  0.009

Values from the calculation:
Molecular weight (g mol⁻¹): 626.718
ΔE to the lowest compared entry with this formula, charge and spin (eV): 2.074
E_LUMO (eV): 0.01
Multiplicity: 1
HOMO level (eV): -8.79

---

Among the records above, which one has the lowest molecular weight? CHN5O

---

Which formula does entry 2 have? C2H2F2NaOTl